Formula: C24H19I2N3OY
Source: the Open Molecules 2025 dataset
Level of theory: wB97M-V/def2-TZVPD

Values from the calculation:
LUMO level: -0.1109 Ha
E_HOMO: -10.7 eV
total energy: -1799.112192 Ha
gap between HOMO and LUMO: 0.2824 Eh
total charge: +1
strongest force on any atom: 0.1 eV Å⁻¹

Each line ends with the natural charge from an NBO analysis.
Geometry (Å):
H: -2.287 2.905 0.976  0.21
C: 2.293 -1.911 -2.017  0.06
C: 2.438 -1.350 1.614  -0.04
H: -2.650 1.968 -0.464  0.24
I: -1.771 -2.755 -3.005  0.23
H: 3.652 -1.193 4.776  0.22
C: 0.886 4.200 -1.099  -0.11
C: 2.872 -1.716 0.236  0.24
C: 3.531 -2.391 -2.373  -0.26
C: -3.669 -0.295 -0.030  -0.12
H: -1.371 1.002 1.960  0.40
H: -5.309 1.067 -0.206  0.23
N: 0.177 1.546 -0.784  -0.59
C: -4.217 -0.973 -2.678  -0.24
H: -0.293 -0.407 3.381  0.18
H: 3.744 -2.647 -3.400  0.24
C: 2.941 -1.128 3.962  -0.21
C: 1.314 1.887 -1.409  0.07
H: -3.020 -0.603 1.996  0.24
C: -5.026 -0.066 -2.008  -0.18
N: -1.807 0.826 1.057  -0.69
C: -2.922 -1.319 -0.642  0.31
C: -3.167 -1.568 -1.997  -0.23
C: -1.914 2.103 0.334  -0.27
H: 4.875 -2.336 0.716  0.23
Y: -0.221 -0.774 -0.099  2.11
H: -0.936 4.616 -0.034  0.24
N: 1.965 -1.577 -0.758  -0.62
C: 4.473 -2.540 -1.363  -0.12
H: 4.376 -1.717 2.517  0.21
O: -1.962 -1.940 0.032  -0.90
C: -3.156 0.212 1.286  -0.23
C: 4.144 -2.206 -0.066  -0.23
H: 5.460 -2.922 -1.587  0.24
H: 1.512 -1.789 -2.761  0.21
H: -3.841 0.944 1.720  0.20
I: -6.630 0.818 -2.994  0.19
C: 1.704 3.196 -1.596  -0.24
H: 2.627 3.418 -2.110  0.24
C: 1.100 -0.958 1.826  -0.60
C: -0.615 2.519 -0.305  0.24
C: 1.627 -0.761 4.206  -0.19
C: -4.726 0.299 -0.701  -0.22
C: -0.282 3.857 -0.442  -0.23
H: 1.931 1.070 -1.763  0.21
H: 1.161 5.240 -1.216  0.24
H: -4.392 -1.203 -3.720  0.25
H: 1.302 -0.543 5.216  0.22
C: 0.734 -0.680 3.146  -0.20
C: 3.346 -1.426 2.672  -0.20